Record 1
Below is C15H18FGaNO9 as an isolated structure, with properties calculated with wB97M-V/def2-TZVPD.

Atoms and positions in Å:
1 N 4.9662 0.9026 1.0692
2 C 3.5706 0.9414 0.5973
3 C 2.6342 0.2169 1.5398
4 O 2.6209 0.7822 2.8507
5 C 1.2158 0.1430 0.9646
6 Ga 0.3356 1.9787 0.9720
7 F -1.0217 1.9302 2.2314
8 H 5.5891 1.1527 0.3151
9 H 5.1101 1.5556 1.8261
10 H 3.5457 0.4005 -0.3485
11 H 3.2169 1.9613 0.4300
12 H 3.0248 -0.7984 1.6633
13 H 2.6828 1.7367 2.7634
14 H 0.6572 -0.5022 1.6396
15 H 1.2813 -0.3185 -0.0217
16 H -0.3636 2.3930 -0.3897
17 H 1.3681 3.1325 1.4554
18 C -1.4382 -4.7541 1.9377
19 C -1.8543 -5.4981 2.9670
20 C -2.0669 -4.9213 4.3411
21 O -2.4658 -5.6903 5.2046
22 C -1.7917 -3.5229 4.5533
23 C -1.3696 -2.7576 3.5272
24 C -1.1743 -3.3344 2.1403
25 O -0.8040 -2.5843 1.2661
26 O -1.1098 -1.4778 3.6630
27 O -2.1187 -6.7995 2.8806
28 H -1.2835 -5.1603 0.9483
29 H -1.9375 -3.1245 5.5470
30 H -0.8316 -1.1065 2.7997
31 H -2.4010 -7.0636 3.7779
32 C -1.9220 1.8907 -5.5105
33 C -1.1459 1.4675 -4.4999
34 C -0.4412 2.4245 -3.5748
35 O 0.2301 1.9452 -2.6888
36 C -0.6120 3.8535 -3.7973
37 C -1.3875 4.2695 -4.8038
38 C -2.0987 3.3117 -5.7196
39 O -2.7943 3.7925 -6.6018
40 O -1.6033 5.5538 -5.0892
41 O -0.9283 0.1937 -4.2247
42 H -2.4295 1.2116 -6.1807
43 H -0.1003 4.5321 -3.1298
44 H -2.2045 5.5512 -5.8575
45 H -0.3496 0.1893 -3.4332

Atoms 1-2, force components in eV/Å:
-0.1 -0.2 -0.1
0.5 -0.1 0.2

* HOMO: -5.0 eV
* total charge: -1
* LUMO: 0.7 eV
* M: 445.028 g mol⁻¹

***

Record 2
Below is C18H30MgO14 as an isolated structure at a distorted geometry, with properties calculated with wB97M-V/def2-TZVPD.

Atoms and positions in Å:
1 Mg 2.2593 0.3212 -0.0143
2 C 3.8347 -0.2160 -2.9611
3 O 3.5694 -0.0140 -1.5540
4 H 4.4619 -1.0946 -3.1120
5 H 2.9840 -0.1998 -3.6425
6 H 4.3293 0.6646 -3.3710
7 C 3.4934 2.3545 1.9999
8 O 3.6131 1.3149 1.0529
9 H 4.0431 3.2634 1.7552
10 H 2.4698 2.7211 2.0777
11 H 3.9095 2.0979 2.9742
12 C -3.1631 -2.2762 -3.5562
13 C -1.6227 -2.0314 -3.3240
14 C -1.0888 -0.8434 -3.9950
15 O -0.0581 -0.3574 -3.1154
16 C -0.1101 -1.0494 -2.0339
17 O 0.5522 -0.8743 -1.0407
18 O -1.1903 -1.9363 -2.0342
19 H -3.3176 -2.3049 -4.6348
20 H -3.6584 -1.4756 -3.0068
21 H -3.6772 -3.1322 -3.1190
22 H -0.9958 -2.8603 -3.6527
23 H -1.9619 -0.2058 -4.1344
24 H -0.7374 -1.0094 -5.0134
25 C -1.4412 2.0212 5.5076
26 C -1.7679 1.4287 4.0925
27 C -2.0243 2.4576 3.0519
28 O -1.2501 2.1419 1.9676
29 C -0.2862 1.3805 2.2962
30 O 0.5626 0.8997 1.5333
31 O -0.5248 0.9692 3.5374
32 H -2.0375 1.4905 6.2498
33 H -1.7906 3.0527 5.4645
34 H -0.3720 1.9133 5.6900
35 H -2.5960 0.7215 4.1409
36 H -1.8086 3.4793 3.3642
37 H -3.0657 2.4301 2.7311
38 C -2.5043 2.5377 -1.8175
39 C -1.3695 3.5201 -2.1023
40 C -1.0575 4.3309 -0.8108
41 O 0.2425 3.8012 -0.4667
42 C 0.4863 2.6698 -1.1670
43 O 1.4105 1.8499 -1.0172
44 O -0.2604 2.6555 -2.2921
45 H -2.5355 1.9901 -0.8756
46 H -2.6215 1.8174 -2.6272
47 H -3.3385 3.2297 -1.7013
48 H -1.5886 4.2013 -2.9245
49 H -1.7463 4.1069 0.0037
50 H -1.1473 5.4130 -0.9062
51 C 0.4262 -5.2950 2.3601
52 C 1.5968 -4.7354 1.5541
53 C 1.3018 -4.6041 0.0219
54 O 1.8391 -3.3552 -0.2905
55 C 2.0801 -2.7125 0.8797
56 O 2.1982 -1.5121 1.0604
57 O 1.8355 -3.4447 1.9975
58 H 0.0029 -6.2641 2.0959
59 H -0.4323 -4.6348 2.4836
60 H 0.9594 -5.4433 3.2992
61 H 2.5409 -5.2708 1.6535
62 H 0.2396 -4.6708 -0.2135
63 H 1.9053 -5.4234 -0.3687

Atoms 1-2, force components in eV/Å:
2.6 0.2 -0.5
-0.3 1.2 2.6

* HOMO: -5.5 eV
* energy relative to the best compared isomer or geometry (same formula, charge and spin): 59.2 kcal per mole
* total charge: 0
* LUMO: 0.1 eV
* M: 494.729 g mol⁻¹

***

Record 3
Below is a 2-piece molecular cluster, C2H3BrF2 overall at a distorted geometry, with properties calculated with wB97M-V/def2-TZVPD.

Atoms and positions in Å:
1 C 0.4857 0.9005 1.4129
2 C -0.4967 -0.8952 -1.3109
3 F 0.6147 -1.2904 -1.8353
4 F -1.1072 -2.0874 -1.0148
5 Br 1.0081 2.6167 1.4692
6 H 1.0781 0.1329 1.9476
7 H -0.5393 0.9010 1.3598
8 H -1.0435 -0.2782 -2.0285

Atoms 1-2, force components in eV/Å:
1.6 -1.4 0.7
-1.2 -2.0 -0.3

* HOMO (spin up / spin down): -8.5 / -9.6 eV
* energy relative to the best compared isomer or geometry (same formula, charge and spin): 104.9 kcal per mole
* total charge: 0
* LUMO (spin up / spin down): -0.3 / -0.2 eV
* M: 144.946 g mol⁻¹

***

Record 4
Below is a 12-piece molecular cluster, C30H90N18O12 overall at a distorted geometry, with properties calculated with wB97M-V/def2-TZVPD.

Atoms and positions in Å:
1 C 3.5161 4.2376 -3.0827
2 O 2.9067 4.8546 -3.9206
3 N 4.3970 3.1865 -3.3009
4 N 3.3307 4.3511 -1.7143
5 H 5.0867 2.9548 -2.6244
6 H 4.6823 3.2036 -4.3015
7 H 2.5738 4.8567 -1.2680
8 H 3.6936 3.7038 -1.0365
9 C 2.3395 2.3772 2.3937
10 O 2.4233 2.5934 1.1938
11 N 2.9823 1.3458 3.0129
12 N 1.6867 3.2470 3.1846
13 H 2.8531 1.3748 4.0726
14 H 3.5696 0.7013 2.4974
15 H 1.7045 3.2569 4.1835
16 H 1.4508 4.1299 2.6950
17 C 0.2534 0.7054 5.2234
18 O 1.2952 1.3147 5.3437
19 N -0.5009 0.3502 6.4006
20 N -0.2952 0.2474 4.0327
21 H -0.2706 0.9882 7.1600
22 H -1.4491 0.0004 6.2633
23 H -1.2437 -0.1384 4.0024
24 H 0.2482 0.5394 3.1922
25 C -3.2655 -1.4449 3.0614
26 O -2.5430 -1.5383 4.1031
27 N -4.4870 -1.9907 2.9931
28 N -2.7931 -1.0206 1.8702
29 H -4.8955 -2.3246 3.8556
30 H -5.1174 -1.4301 2.3900
31 H -1.7636 -0.7512 1.7579
32 H -3.1883 -1.3730 1.0010
33 C 2.5613 -3.7607 -0.7852
34 O 3.2370 -3.5379 -1.7746
35 N 2.5596 -4.8921 -0.0728
36 N 1.5749 -2.9372 -0.2462
37 H 2.9327 -5.7255 -0.5133
38 H 1.8930 -5.0487 0.6542
39 H 1.7243 -1.9442 -0.4138
40 H 1.3560 -3.1361 0.7070
41 C 0.2877 -3.6801 3.0881
42 O 1.1580 -4.1397 2.3737
43 N 0.6111 -2.9600 4.1385
44 N -1.0885 -3.8923 2.8749
45 H 1.5702 -2.8679 4.4094
46 H -0.1303 -2.6806 4.7090
47 H -1.2927 -4.2930 2.0225
48 H -1.6152 -3.3308 3.5239
49 C -4.1272 2.1390 3.9188
50 C -4.2516 2.5334 2.4728
51 C -5.4903 1.8683 1.6668
52 O -5.2973 0.6253 1.1065
53 C -6.4247 0.1233 0.4406
54 N -4.4552 3.9710 2.3804
55 H -5.0873 2.3633 4.4597
56 H -3.2693 2.5198 4.4984
57 H -4.1015 1.0572 3.9332
58 H -3.3918 2.2257 1.8332
59 H -5.8007 2.6661 0.9038
60 H -6.2903 1.7930 2.4268
61 H -6.9186 -0.5329 1.1332
62 H -6.0797 -0.4432 -0.4046
63 H -7.0543 0.9031 0.0400
64 H -4.9652 4.3739 1.6229
65 H -4.4762 4.4573 3.2755
66 C -3.4620 -4.9567 -5.9331
67 C -2.6673 -4.7319 -7.2300
68 C -1.1497 -4.9988 -6.9300
69 O -0.7083 -4.0950 -5.9593
70 C 0.5833 -4.3209 -5.3453
71 N -3.1513 -5.6669 -8.2294
72 H -3.6163 -6.0652 -5.7957
73 H -4.4218 -4.4566 -5.9941
74 H -2.9290 -4.6854 -5.0286
75 H -2.7878 -3.6746 -7.4886
76 H -0.5391 -4.8552 -7.8968
77 H -1.0373 -6.0437 -6.6638
78 H 1.3463 -3.9983 -6.0296
79 H 0.6241 -5.3857 -5.0271
80 H 0.6859 -3.7850 -4.4735
81 H -3.4349 -6.5383 -7.7888
82 H -2.4770 -5.8399 -8.9411
83 C 6.4862 0.5036 1.0261
84 C 5.5702 0.4097 -0.2054
85 C 4.6822 -0.8535 -0.0930
86 O 3.7874 -0.8993 1.0766
87 C 4.2035 -1.9219 1.9138
88 N 4.8088 1.6621 -0.4527
89 H 7.1307 -0.3981 1.1143
90 H 5.8469 0.4268 1.8684
91 H 7.0685 1.4071 1.1639
92 H 6.2251 0.2481 -1.0684
93 H 5.3433 -1.7640 -0.1035
94 H 4.0005 -0.9897 -1.0012
95 H 5.1641 -1.7886 2.4287
96 H 4.2319 -2.9088 1.3863
97 H 3.5342 -1.9934 2.7807
98 H 5.5583 2.3954 -0.3764
99 H 4.1011 1.8403 0.2313
100 C -3.8540 -1.1956 -2.1802
101 C -3.9992 -2.6759 -1.7249
102 C -2.6097 -3.1991 -1.5724
103 O -2.6864 -4.4943 -0.9961
104 C -1.6611 -5.3804 -1.3801
105 N -4.6195 -2.7738 -0.4105
106 H -3.6443 -0.6336 -1.2429
107 H -4.6670 -0.7527 -2.6755
108 H -2.9959 -1.1742 -2.8792
109 H -4.6171 -3.2425 -2.3915
110 H -2.0822 -2.5466 -0.7898
111 H -2.0990 -3.1687 -2.5726
112 H -1.7599 -6.3516 -0.9131
113 H -0.6660 -5.0723 -1.0779
114 H -1.7775 -5.6282 -2.4457
115 H -4.7132 -3.7760 -0.2325
116 H -5.4941 -2.2838 -0.4027
117 C -0.6615 1.9294 0.6669
118 C -0.6623 0.7485 -0.3614
119 C 0.4924 1.0013 -1.3237
120 O 0.5898 -0.0322 -2.2736
121 C 1.6612 0.1519 -3.1299
122 N -0.2956 -0.4428 0.3726
123 H -0.8412 2.9078 0.1445
124 H 0.3062 2.0061 1.1093
125 H -1.5115 1.8831 1.3795
126 H -1.6343 0.6327 -0.7992
127 H 1.4255 1.2348 -0.7783
128 H 0.3195 1.9289 -1.9391
129 H 1.5742 -0.6253 -3.8834
130 H 2.6216 -0.0975 -2.6010
131 H 1.6367 1.1212 -3.5508
132 H 0.5149 -0.3456 0.9141
133 H -0.1729 -1.2611 -0.1986
134 C 0.3301 6.0216 1.1816
135 C 1.4367 7.0376 0.8870
136 C 2.6236 6.6902 1.7572
137 O 3.6892 7.5438 1.2953
138 C 4.8909 6.8363 0.9598
139 N 1.8437 6.9246 -0.5269
140 H 0.6296 5.0082 0.8589
141 H -0.6685 6.1941 0.7963
142 H 0.2594 6.1031 2.2800
143 H 1.0328 8.0429 1.1742
144 H 2.9359 5.6382 1.8138
145 H 2.3897 7.0015 2.7817
146 H 5.3781 6.4698 1.8525
147 H 5.5990 7.6028 0.6868
148 H 4.8360 6.1000 0.2004
149 H 2.6362 7.5445 -0.6971
150 H 1.1011 7.2460 -1.1348

Atoms 1-2, force components in eV/Å:
-0.2 -1.4 2.7
0.1 0.2 -0.5

* HOMO: -9.0 eV
* energy relative to the best compared isomer or geometry (same formula, charge and spin): 44.0 kcal per mole
* structure (SMILES): COC[C@H](C)N.COC[C@H](C)N.COC[C@H](C)N.COC[C@H](C)N.COC[C@H](C)N.COC[C@H](C)N.NC(N)=O.NC(N)=O.NC(N)=O.NC(N)=O.NC(N)=O.NC(N)=O
* total charge: 0
* LUMO: 0.5 eV
* M: 895.164 g mol⁻¹

***

Record 5
Below is a 2-piece molecular cluster, CH4BF overall at a distorted geometry, with properties calculated with wB97M-V/def2-TZVPD.

Atoms and positions in Å:
1 B -0.5812 0.7776 0.1013
2 C -0.1733 -0.5842 -0.2670
3 F 2.1899 -0.5478 0.2030
4 H -0.0575 1.3253 0.8616
5 H -1.4403 1.3919 -0.4752
6 H 0.1283 -1.1437 -1.1466
7 H -0.0660 -1.2191 0.7228

Atoms 1-2, force components in eV/Å:
-2.1 0.5 -3.1
3.3 -2.7 2.6

* HOMO (spin up / spin down): -12.1 / -10.2 eV
* energy relative to the best compared isomer or geometry (same formula, charge and spin): 88.0 kcal per mole
* total charge: 0
* LUMO (spin up / spin down): -2.2 / -2.7 eV
* M: 45.853 g mol⁻¹

***

Record 6
Below is an isolated molecule of C3H4N2O2 at a distorted geometry, with properties calculated with wB97M-V/def2-TZVPD.

Atoms and positions in Å:
1 C -0.7434 -0.4301 0.3588
2 C -0.5993 -1.2229 -0.7146
3 C 0.6194 -0.6418 -1.4025
4 H 0.7935 0.9380 2.0118
5 H -0.3457 2.2229 1.3177
6 H -1.0885 -0.6355 1.4936
7 H -0.9170 -2.1890 -0.9352
8 N 0.3590 1.4938 1.2828
9 N -0.0428 0.7596 0.0932
10 O 1.1433 -0.9110 -2.5388
11 O 0.8215 0.6161 -0.9667

Atoms 1-2, force components in eV/Å:
0.5 0.0 1.5
3.0 0.9 0.4

* HOMO: -9.1 eV
* energy relative to the best compared isomer or geometry (same formula, charge and spin): 125.5 kcal per mole
* structure (SMILES): Nn1ccc(=O)o1
* total charge: 0
* LUMO: 0.2 eV
* M: 100.077 g mol⁻¹

***

Calculated total energy in order - -90858.6838, -53260.7423, -77595.6198, -83963.7244, -4490.4015, -10246.8214 eV